# 1
# C18H13N4O7

2 unconnected molecules or ions with the total composition C18H13N4O7 in a non-equilibrium geometry (ωB97M-V/def2-TZVPD, OMol25).

Computed properties:
- total charge = -1
- E_tot (a.u.) = -1439.23695
- ΔE to the lowest compared entry with this formula, charge and spin (kJ/mol) = 0.0
- gap between HOMO and LUMO (eV) = 4.875

```
42
Properties=species:S:1:pos:R:3:forces:R:3
N 3.1638 0.3583 -1.2658 -0.8 0.4 2.2
C 2.6839 0.4723 -0.2059 0.8 -0.6 -2.5
C 2.0497 0.5579 1.0647 -1.5 1.5 0.8
C 1.0719 1.5451 1.2819 1.0 -0.2 -0.7
C 0.5690 1.7072 2.5738 -1.0 1.1 1.0
N -0.2577 2.6958 3.1127 0.5 -1.4 -0.4
O -0.7636 3.7079 2.6643 0.4 -0.8 0.6
O -0.4901 2.3018 4.4702 0.4 0.3 -1.4
N 0.1794 1.1375 4.7647 1.1 -0.1 -1.9
C 0.8442 0.8147 3.6169 -0.9 -0.7 2.3
C 1.7209 -0.3043 3.3451 0.3 0.7 -1.4
N 1.9820 -1.3678 4.2852 1.1 -1.9 0.9
O 1.4914 -1.3782 5.4258 0.5 0.6 -2.1
O 2.7466 -2.2748 3.8724 -1.3 1.4 0.8
C 2.3597 -0.3572 2.0988 -0.5 -0.4 1.4
H 0.7146 2.2081 0.5039 0.2 -0.1 -0.1
H 3.0911 -1.1494 1.9149 -0.5 0.3 0.1
C -3.4093 3.8997 -1.7941 -0.1 0.0 -0.2
C -2.7717 3.0502 -0.7229 0.0 -0.3 0.0
O -2.0892 1.9748 -1.3901 -0.5 0.7 0.6
C -1.5612 1.0313 -0.5318 1.2 -0.7 -0.1
C -0.8000 0.0801 -1.3029 0.0 0.0 -0.3
C -0.2558 -1.1162 -0.7651 0.0 1.0 0.5
C 0.1901 -2.2128 -1.7079 0.1 -0.7 -0.3
C -0.0537 -2.1725 -3.0855 0.3 -0.4 -0.1
C 0.3151 -3.2394 -3.9231 0.0 0.0 0.6
C 0.9198 -4.3800 -3.3769 -0.2 0.3 0.3
C 1.1482 -4.4437 -1.9904 -0.3 0.3 -0.4
C 0.7822 -3.3750 -1.1724 0.0 0.2 -0.2
O -0.1017 -1.3130 0.4564 0.1 -0.4 0.0
O -1.7214 1.1190 0.6867 -0.2 0.1 -0.6
H -3.9067 4.7735 -1.3653 0.0 -0.1 0.0
H -2.6588 4.2425 -2.5084 0.0 0.0 0.0
H -4.1538 3.3125 -2.3368 0.0 0.1 0.0
H -2.0592 3.6342 -0.1191 -0.2 -0.2 -0.1
H -3.5386 2.6361 -0.0512 0.3 0.1 -0.1
H -0.6787 0.3087 -2.3755 -0.4 -0.2 0.8
H -0.5529 -1.3042 -3.5015 0.1 -0.2 0.0
H 0.0978 -3.1821 -4.9903 0.1 0.0 0.2
H 1.1790 -5.2249 -4.0149 0.0 0.2 0.1
H 1.5843 -5.3372 -1.5439 -0.1 0.2 -0.1
H 0.9390 -3.4364 -0.0968 -0.1 0.2 -0.2
```
Positions in Å, forces in eV/Å.

These are the Löwdin partial charges, in e, on atoms 1 to 8: 0.172 -0.175 -0.197 0.098 -0.101 -0.139 0.073 0.037

# 2
# C18H13NO4

A single C18H13NO4 molecule in a non-equilibrium geometry (ωB97M-V/def2-TZVPD, OMol25).

Computed properties:
- total charge = 0
- E_tot (a.u.) = -1049.44911
- structure (SMILES) = O=C(O)/C(=C\c1ccco1)NC(=O)c1cccc2ccccc12
- ΔE to the lowest compared entry with this formula, charge and spin (kJ/mol) = 32.8
- gap between HOMO and LUMO (eV) = 7.870

```
36
Properties=species:S:1:pos:R:3:forces:R:3
O -3.9509 -1.2169 -0.7358 0.1 -0.1 0.0
C -3.1347 -1.8430 -0.1157 -0.5 0.2 -0.5
O -3.3499 -3.1278 0.2421 0.1 -0.4 0.3
C -1.7883 -1.3766 0.3015 0.1 0.9 0.3
C -1.4552 -0.0848 0.5294 -0.5 -1.0 -0.1
C -2.2525 1.0968 0.4678 0.6 1.2 0.0
C -1.8059 2.4026 0.5601 -0.1 -0.9 -0.1
C -2.9467 3.2195 0.4699 -0.6 -0.2 -0.1
C -4.0041 2.3637 0.3404 0.3 0.9 0.1
O -3.5950 1.0941 0.3403 -0.1 -0.3 0.1
N -0.8597 -2.4102 0.4548 -0.1 -0.6 0.1
C 0.4841 -2.4355 0.1959 -0.2 -0.1 0.0
O 1.1394 -3.4117 0.4946 0.2 0.0 0.0
C 1.0430 -1.2555 -0.5265 0.2 0.0 -0.5
C 0.5427 -0.9415 -1.7671 0.1 -0.2 0.4
C 1.0753 0.1237 -2.5044 0.2 0.2 -0.1
C 2.0988 0.8710 -1.9929 -0.2 -0.1 -0.1
C 2.6451 0.5757 -0.7268 -0.1 -0.2 0.2
C 3.7031 1.3327 -0.1806 0.2 0.1 0.2
C 4.2190 1.0296 1.0477 0.1 0.2 -0.2
C 3.6995 -0.0450 1.7861 -0.2 -0.2 0.1
C 2.6719 -0.7968 1.2887 0.2 0.0 0.2
C 2.1209 -0.5124 0.0212 0.0 0.1 -0.2
H -4.2273 -3.4062 -0.0617 0.1 0.3 -0.1
H -0.4328 0.1183 0.8168 0.0 0.0 0.1
H -0.7876 2.7162 0.6687 0.3 0.0 0.0
H -2.9833 4.2890 0.4984 -0.1 0.2 0.0
H -5.0575 2.5404 0.2458 -0.1 -0.1 0.0
H -1.2483 -3.3000 0.7486 0.2 0.1 0.0
H -0.2660 -1.5228 -2.1858 -0.1 0.0 0.0
H 0.6654 0.3474 -3.4777 0.0 0.0 -0.1
H 2.5092 1.6985 -2.5537 0.0 0.1 -0.1
H 4.0981 2.1580 -0.7559 0.0 0.1 0.0
H 5.0304 1.6127 1.4581 0.1 0.1 0.0
H 4.1194 -0.2742 2.7542 0.0 0.0 0.1
H 2.2805 -1.6288 1.8533 0.0 -0.1 0.1
```
Positions in Å, forces in eV/Å.

These are the Löwdin partial charges, in e, on atoms 1 to 8: 0.134 -0.451 0.105 -0.144 0.077 -0.258 -0.007 -0.055

# 3
# C18H14AsIN3O8PtS3

A molecular structure, C18H14AsIN3O8PtS3 (ωB97M-V/def2-TZVPD, OMol25).

Computed properties:
- total charge = -1
- E_tot (a.u.) = -5307.85494
- expectation value of S² = 6.071
- ΔE to the lowest compared entry with this formula, charge and spin (kJ/mol) = 168.4
- gap between HOMO and LUMO (spin up / spin down) (eV) = 6.827 / 5.760
- 2S+1 = 5

```
49
Properties=species:S:1:pos:R:3:forces:R:3
Pt -0.4165 -0.5249 0.7079 -0.4 0.0 0.9
S -0.5748 -0.8499 3.0710 0.3 -0.2 -0.2
C -0.3185 0.7433 3.5896 -0.1 0.3 0.1
C 0.1096 0.9775 4.9231 -0.1 -0.2 -0.2
C 0.3268 2.2424 5.3895 0.1 0.2 0.4
C 0.7681 2.4375 6.7537 -0.1 0.0 -0.4
N 1.1107 2.5868 7.8401 0.0 0.0 0.0
C 0.1056 3.3574 4.5329 0.2 0.4 0.3
C -0.3391 3.1637 3.2579 -0.1 -0.1 -0.3
C -0.5795 1.8654 2.7420 0.0 0.0 0.4
S -1.2352 1.7058 1.1820 0.1 -0.3 -0.3
C 0.3482 4.7077 4.9951 -0.1 -0.4 0.0
N 0.5217 5.7833 5.3595 0.0 0.0 0.0
H 0.2821 0.1313 5.5745 0.0 0.0 0.0
H -0.5098 4.0180 2.6170 0.0 0.0 0.0
O -1.9740 -2.5753 -2.4892 -0.3 -0.2 -0.2
As -0.7339 -2.8561 -1.2352 0.2 -0.3 0.6
O -0.5447 -4.4814 -1.2561 -0.1 0.6 0.0
O -1.5346 -2.1584 0.1326 0.2 -0.1 -0.6
C 0.6950 -1.7912 -2.0819 0.3 0.1 0.4
C 0.8132 -2.1024 -3.4059 0.1 0.2 0.0
C 1.9348 -1.7324 -4.1684 0.0 0.0 0.0
C 3.0182 -1.0609 -3.5581 -0.1 0.0 -0.2
C 2.9820 -0.7205 -2.2526 -0.2 0.0 0.1
C 1.8302 -1.0633 -1.3567 -0.1 0.0 -0.2
S 2.4507 -2.2757 -0.0840 -0.9 0.0 0.2
O 3.5036 -1.6472 0.6694 0.0 0.0 -0.1
O 2.7919 -3.4578 -0.8294 0.1 0.1 0.0
O 1.1480 -2.4206 0.6536 0.4 0.0 -0.1
H -2.2737 -3.4852 -2.6319 -0.1 0.1 -0.1
H 0.0269 -2.6805 -3.8709 0.0 0.0 -0.1
H 1.9828 -2.0025 -5.2147 0.0 0.0 0.0
H 3.8988 -0.8215 -4.1428 0.0 0.0 0.0
H 3.8197 -0.2155 -1.7854 0.0 -0.1 0.1
N -3.2008 0.1860 -3.2236 -0.2 -0.1 0.0
C -2.7828 0.0785 -1.9389 0.2 0.1 0.0
O -1.6263 0.3200 -1.6293 -0.1 0.1 -0.1
C -3.8162 -0.3057 -0.9117 -0.1 0.0 -0.1
I -5.2069 1.2898 -0.5795 0.1 -0.1 0.0
H -2.4688 0.2003 -3.9155 0.0 0.0 0.0
H -4.0677 -0.2543 -3.4856 0.1 0.0 0.0
H -3.3326 -0.5077 0.0322 0.1 0.0 0.1
H -4.3884 -1.1712 -1.2297 0.0 0.0 0.0
C 1.1286 1.4468 -1.5133 -0.1 0.0 -0.2
C 1.4363 0.2809 -0.6274 0.6 -0.3 0.1
O 1.6449 0.4519 0.5826 0.1 0.1 -0.3
H 2.0910 1.8166 -1.8793 0.0 0.0 0.0
H 0.6310 2.2271 -0.9437 0.0 0.0 0.0
H 0.5245 1.1444 -2.3654 0.0 0.0 0.0
```
Positions in Å, forces in eV/Å.

These are the Löwdin partial charges, in e, on atoms 1 to 8: 0.881 0.783 -0.669 -0.051 -0.184 -0.173 0.162 -0.184

# 4
# C18H14AsO4PtS2

A molecular structure, C18H14AsO4PtS2 in a non-equilibrium geometry (ωB97M-V/def2-TZVPD, OMol25).

Computed properties:
- total charge = -1
- E_tot (a.u.) = -4146.77568
- ΔE to the lowest compared entry with this formula, charge and spin (kJ/mol) = 74.0
- gap between HOMO and LUMO (eV) = 6.286

```
40
Properties=species:S:1:pos:R:3:forces:R:3
Pt 0.5623 1.0303 0.0249 -0.1 1.5 0.6
S 2.6041 0.0582 0.2054 -0.1 -0.1 0.1
C 3.0885 -0.1207 1.8816 0.0 0.0 0.0
C 4.4596 -0.2126 2.1488 0.0 0.0 0.0
C 4.9278 -0.3333 3.4419 0.0 0.0 0.1
C 4.0329 -0.3556 4.5043 0.0 0.0 0.0
C 2.6731 -0.2756 4.2486 0.0 -0.1 0.0
C 2.1814 -0.1718 2.9492 0.0 0.1 -0.1
As 0.2595 -0.1989 2.5430 0.0 -0.4 0.7
C 0.0614 1.6767 2.0218 0.2 -0.9 -1.8
C -1.3819 2.1724 2.1061 -0.2 0.0 0.3
C -1.5415 3.6556 2.0305 0.1 0.3 0.0
C -0.5010 4.4901 2.1097 -0.6 0.0 0.1
C 0.8460 3.9937 2.2139 0.5 -0.8 0.1
C 1.1031 2.6604 2.1795 0.3 1.1 0.6
C -0.3692 -0.0751 4.4290 0.0 0.1 -0.1
C -0.3928 1.1091 5.1625 0.1 0.0 0.0
C -0.8576 1.1269 6.4695 0.0 0.0 0.0
C -1.3000 -0.0468 7.0660 0.0 0.0 0.0
C -1.2820 -1.2323 6.3465 0.0 0.0 0.0
C -0.8294 -1.2401 5.0338 0.0 0.0 0.0
H 5.1509 -0.1710 1.3164 0.0 0.0 0.0
H 5.9940 -0.3967 3.6231 0.0 0.0 0.0
H 4.3879 -0.4340 5.5241 0.0 0.0 0.0
H 1.9856 -0.3075 5.0840 0.0 0.0 0.0
H -1.7667 1.8555 3.0886 0.1 0.1 0.0
H -2.5587 4.0175 1.9482 0.0 0.0 -0.1
H -0.6642 5.5607 2.0908 0.0 0.0 0.0
H 1.6636 4.6988 2.2883 0.0 0.0 0.0
H 2.1191 2.2973 2.2671 0.0 0.1 -0.1
H -0.0244 2.0269 4.7148 0.0 0.0 0.0
H -0.8708 2.0567 7.0254 0.0 0.0 0.0
H -1.6606 -0.0356 8.0870 0.0 0.0 0.0
H -1.6286 -2.1506 6.8053 0.0 0.0 0.0
H -0.8341 -2.1670 4.4691 0.0 0.0 0.0
O -2.3055 1.4784 1.2543 -0.1 -0.1 0.0
S -2.1820 1.6399 -0.3587 0.0 -0.4 0.0
O -3.4473 2.1588 -0.7826 0.0 0.0 -0.1
O -1.8030 0.3203 -0.8339 -0.7 0.1 -0.1
O -1.0476 2.5803 -0.5041 0.4 -0.4 -0.1
```
Positions in Å, forces in eV/Å.

These are the Löwdin partial charges, in e, on atoms 1 to 8: 0.612 0.500 -0.715 -0.146 -0.112 -0.111 -0.111 -0.418

# 5
# C18H14CrO5P

A molecular structure, C18H14CrO5P in a non-equilibrium geometry (ωB97M-V/def2-TZVPD, OMol25).

Computed properties:
- total charge = +2
- E_tot (a.u.) = -2455.49758
- expectation value of S² = 3.817
- ΔE to the lowest compared entry with this formula, charge and spin (kJ/mol) = 0.0
- gap between HOMO and LUMO (spin up / spin down) (eV) = 5.669 / 5.769
- 2S+1 = 4

```
39
Properties=species:S:1:pos:R:3:forces:R:3
O -2.2401 -4.8941 -2.1899 1.1 2.3 0.0
C -1.7424 -3.8671 -2.1764 -1.0 -2.2 0.0
Cr 1.1969 0.1801 -2.2676 0.1 -1.3 -4.1
O 3.1521 -1.9992 -1.4256 -2.2 4.6 -1.5
C 2.5540 -1.0375 -1.7167 3.3 -5.9 2.2
C 2.1596 1.7914 -2.1893 3.8 6.4 1.0
O 2.8068 2.7620 -2.0577 -2.9 -4.5 -0.7
C 0.7821 0.3371 -4.5225 -5.9 2.4 -4.3
O -0.0510 0.3763 -5.3481 3.1 -0.2 3.2
C 1.9439 -0.5427 -4.0653 4.0 -4.7 0.8
O 2.5470 -1.2577 -4.8292 -2.3 3.2 2.1
H 0.1127 -0.2231 -1.1741 -0.5 -0.2 0.8
C 2.0962 0.6476 1.0990 0.9 0.1 -0.5
P 0.5640 0.2528 0.2268 -2.0 0.4 1.3
C -0.1077 -1.2103 1.0623 0.2 -0.2 -0.3
C -1.1607 -1.0497 1.9690 -0.2 0.3 0.2
C -1.5293 -2.0958 2.8122 0.2 0.1 -0.5
C -0.8844 -3.3212 2.6810 0.0 0.2 0.4
C 0.1301 -3.5063 1.7491 0.2 0.3 -0.5
C 0.5250 -2.4595 0.9142 -0.2 0.2 0.4
C -0.5822 1.6480 0.4068 0.5 -0.2 -0.5
C -1.2221 2.2273 -0.7043 0.2 -0.2 0.5
C -2.0180 3.3486 -0.5180 0.0 -0.2 -0.3
C -2.2031 3.8540 0.7591 -0.1 0.3 0.3
C -1.5861 3.2664 1.8633 0.1 -0.2 -0.1
C -0.7531 2.1679 1.6939 0.0 0.1 -0.1
H 2.7859 -0.2104 1.0576 -0.2 0.3 0.1
H 1.8111 0.8145 2.1550 0.0 -0.1 -0.5
H 2.5926 1.5455 0.6841 -0.3 -0.4 0.3
H -1.7055 -0.1050 2.0312 0.3 -0.3 0.0
H -2.3065 -1.9309 3.5536 0.1 -0.2 -0.2
H -1.1567 -4.1190 3.3578 0.0 -0.1 -0.1
H 0.6415 -4.4562 1.6825 -0.1 -0.1 0.0
H 1.3250 -2.6039 0.1854 -0.2 -0.1 0.3
H -1.1214 1.7950 -1.6995 0.0 0.1 0.1
H -2.4993 3.8188 -1.3706 0.0 -0.1 0.2
H -2.8394 4.7285 0.9010 0.2 -0.3 0.0
H -1.7489 3.6406 2.8635 -0.1 0.1 0.0
H -0.2688 1.6875 2.5464 -0.2 0.3 -0.2
```
Positions in Å, forces in eV/Å.

These are the Löwdin partial charges, in e, on atoms 1 to 8: 0.034 -0.010 0.300 0.221 -0.067 -0.065 0.196 -0.031

# 6
# C18H14I2LuN4O5

A molecular structure, C18H14I2LuN4O5 in a non-equilibrium geometry (ωB97M-V/def2-TZVPD, OMol25).

Computed properties:
- total charge = +1
- E_tot (a.u.) = -3120.44424
- ΔE to the lowest compared entry with this formula, charge and spin (kJ/mol) = 0.0
- gap between HOMO and LUMO (eV) = 7.805

```
44
Properties=species:S:1:pos:R:3:forces:R:3
Lu -1.1971 0.7724 -0.4506 1.2 -1.0 1.7
I 3.3306 5.5681 2.3495 0.2 0.2 0.2
C 2.0826 4.4060 1.1871 -0.1 -0.2 -0.2
C 0.7117 4.4388 1.4130 0.0 -0.1 -0.2
C -0.1029 3.6855 0.5754 0.3 0.4 0.3
I -2.0943 3.3010 1.0237 -0.6 0.3 0.2
C 0.4150 2.9622 -0.4873 -1.1 -0.5 -0.9
O -0.3968 2.3134 -1.3590 1.0 1.7 -0.3
C 1.7815 2.7535 -0.5468 0.6 0.0 0.1
C 2.1836 1.4929 -1.2544 0.0 -0.2 0.1
N 1.4435 0.3628 -0.5726 0.0 0.2 0.1
C 1.9507 0.1649 0.7942 -0.1 0.0 0.0
C 0.9519 -0.4688 1.7275 -0.1 0.0 0.1
C 1.3816 -1.2869 2.7605 0.1 0.0 0.0
C 0.4634 -1.7648 3.6806 0.1 -0.1 0.1
C -0.8742 -1.4325 3.5402 -0.1 -0.1 0.0
C -1.2330 -0.6412 2.4711 0.0 0.1 0.0
N -0.3468 -0.1583 1.5898 -0.1 0.1 -0.1
C 2.6189 3.5133 0.2545 0.0 -0.1 0.1
H 0.2957 5.0199 2.2246 0.0 0.0 0.0
H 1.8934 1.4857 -2.3015 -0.1 0.0 0.0
H 3.2627 1.3389 -1.1896 0.0 0.0 0.0
H 1.6075 -0.4882 -1.1016 0.0 0.0 -0.1
H 2.8836 -0.4030 0.8226 0.0 0.0 -0.1
H 2.1814 1.1501 1.2046 0.0 0.0 0.0
H 2.4345 -1.5256 2.8417 0.0 0.0 0.0
H 0.7905 -2.3932 4.4998 0.0 0.0 0.0
H -1.6299 -1.7835 4.2283 0.0 0.0 0.0
H -2.2725 -0.3744 2.3133 0.0 0.0 0.0
H 3.6919 3.3684 0.1971 0.0 0.0 0.0
O -3.4548 -3.1798 -4.3426 0.3 0.1 0.5
C -2.6952 -3.8499 -3.4787 0.0 0.1 -0.6
O -2.5313 -5.0362 -3.5391 -0.1 0.0 0.1
C -1.9541 -3.0670 -2.4384 0.1 0.0 0.1
C -1.0037 -3.6746 -1.6485 0.3 0.0 0.2
N -0.5006 -2.7365 -0.8287 0.2 -0.1 0.0
N -1.0756 -1.5435 -1.0163 -0.4 -0.1 -0.3
C -1.9642 -1.7365 -1.9933 -0.3 -0.1 0.1
C -2.8459 -0.5812 -2.3721 -0.1 0.5 0.6
O -3.3890 -0.5673 -3.4475 -0.3 0.0 -0.1
O -2.9094 0.3582 -1.4369 -0.7 -1.1 -1.5
H -3.4119 -2.2149 -4.1552 -0.2 0.0 -0.1
H -0.6722 -4.7011 -1.6258 0.0 0.0 0.0
H 0.1993 -2.8471 -0.1124 0.0 -0.1 0.0
```
Positions in Å, forces in eV/Å.

These are the Löwdin partial charges, in e, on atoms 1 to 8: 1.526 0.946 -0.751 -0.197 -0.606 1.120 -0.464 -0.334

Q: What is the total charge in the fourth record?
A: -1

Copy entry 1 word for word.
# C18H13N4O7

2 unconnected molecules or ions with the total composition C18H13N4O7 in a non-equilibrium geometry (ωB97M-V/def2-TZVPD, OMol25).

Computed properties:
- total charge = -1
- E_tot (a.u.) = -1439.23695
- ΔE to the lowest compared entry with this formula, charge and spin (kJ/mol) = 0.0
- gap between HOMO and LUMO (eV) = 4.875

```
42
Properties=species:S:1:pos:R:3:forces:R:3
N 3.1638 0.3583 -1.2658 -0.8 0.4 2.2
C 2.6839 0.4723 -0.2059 0.8 -0.6 -2.5
C 2.0497 0.5579 1.0647 -1.5 1.5 0.8
C 1.0719 1.5451 1.2819 1.0 -0.2 -0.7
C 0.5690 1.7072 2.5738 -1.0 1.1 1.0
N -0.2577 2.6958 3.1127 0.5 -1.4 -0.4
O -0.7636 3.7079 2.6643 0.4 -0.8 0.6
O -0.4901 2.3018 4.4702 0.4 0.3 -1.4
N 0.1794 1.1375 4.7647 1.1 -0.1 -1.9
C 0.8442 0.8147 3.6169 -0.9 -0.7 2.3
C 1.7209 -0.3043 3.3451 0.3 0.7 -1.4
N 1.9820 -1.3678 4.2852 1.1 -1.9 0.9
O 1.4914 -1.3782 5.4258 0.5 0.6 -2.1
O 2.7466 -2.2748 3.8724 -1.3 1.4 0.8
C 2.3597 -0.3572 2.0988 -0.5 -0.4 1.4
H 0.7146 2.2081 0.5039 0.2 -0.1 -0.1
H 3.0911 -1.1494 1.9149 -0.5 0.3 0.1
C -3.4093 3.8997 -1.7941 -0.1 0.0 -0.2
C -2.7717 3.0502 -0.7229 0.0 -0.3 0.0
O -2.0892 1.9748 -1.3901 -0.5 0.7 0.6
C -1.5612 1.0313 -0.5318 1.2 -0.7 -0.1
C -0.8000 0.0801 -1.3029 0.0 0.0 -0.3
C -0.2558 -1.1162 -0.7651 0.0 1.0 0.5
C 0.1901 -2.2128 -1.7079 0.1 -0.7 -0.3
C -0.0537 -2.1725 -3.0855 0.3 -0.4 -0.1
C 0.3151 -3.2394 -3.9231 0.0 0.0 0.6
C 0.9198 -4.3800 -3.3769 -0.2 0.3 0.3
C 1.1482 -4.4437 -1.9904 -0.3 0.3 -0.4
C 0.7822 -3.3750 -1.1724 0.0 0.2 -0.2
O -0.1017 -1.3130 0.4564 0.1 -0.4 0.0
O -1.7214 1.1190 0.6867 -0.2 0.1 -0.6
H -3.9067 4.7735 -1.3653 0.0 -0.1 0.0
H -2.6588 4.2425 -2.5084 0.0 0.0 0.0
H -4.1538 3.3125 -2.3368 0.0 0.1 0.0
H -2.0592 3.6342 -0.1191 -0.2 -0.2 -0.1
H -3.5386 2.6361 -0.0512 0.3 0.1 -0.1
H -0.6787 0.3087 -2.3755 -0.4 -0.2 0.8
H -0.5529 -1.3042 -3.5015 0.1 -0.2 0.0
H 0.0978 -3.1821 -4.9903 0.1 0.0 0.2
H 1.1790 -5.2249 -4.0149 0.0 0.2 0.1
H 1.5843 -5.3372 -1.5439 -0.1 0.2 -0.1
H 0.9390 -3.4364 -0.0968 -0.1 0.2 -0.2
```
Positions in Å, forces in eV/Å.

These are the Löwdin partial charges, in e, on atoms 1 to 8: 0.172 -0.175 -0.197 0.098 -0.101 -0.139 0.073 0.037